Density functional theory data (ωB97M-V/def2-TZVPD) for a molecular structure, C11H15CrO5P in a non-equilibrium geometry.

ORCA input file:
```
! wB97M-V def2-TZVPD RIJCOSX def2/J DEFGRID3
* xyz 3 4
O -0.221 0.031 -7.287
C 0.563 -0.506 -6.626
Cr 0.120 -0.314 -1.649
O 1.959 -2.719 -1.899
C 1.256 -1.788 -1.722
C -1.104 1.033 -2.112
O -1.950 1.770 -2.407
C -1.297 -1.427 -2.139
O -2.236 -2.094 -2.361
C 1.524 0.856 -1.991
O 2.445 1.589 -2.106
C 2.479 -0.674 1.074
C 1.047 -1.070 1.393
P -0.173 -0.068 0.495
C -1.924 -0.512 0.776
C -2.187 -0.602 2.262
C 0.109 1.706 0.740
C 0.072 2.065 2.224
H 2.786 -1.016 0.079
H 3.197 -1.116 1.776
H 2.632 0.411 1.085
H 0.884 -2.097 1.078
H 0.869 -1.089 2.465
H -2.577 0.227 0.293
H -2.136 -1.461 0.274
H -2.230 0.380 2.709
H -3.126 -1.111 2.489
H -1.399 -1.165 2.760
H 1.078 1.995 0.300
H -0.642 2.297 0.186
H 0.673 1.366 2.802
H 0.457 3.070 2.435
H -0.946 2.031 2.605
*
```

Output
<S²>: 3.910
Gap between HOMO and LUMO (alpha / beta), eV: 4.7 / 4.3
E, hartree: -2188.8234

---

Density functional theory data (ωB97M-V/def2-TZVPD) for a molecular structure, C5H10O5Pb in a non-equilibrium geometry.

ORCA input file:
```
! wB97M-V def2-TZVPD RIJCOSX def2/J DEFGRID3
* xyz 1 2
C -1.722 2.256 2.347
C -0.681 1.806 1.420
O -0.869 0.379 1.081
C 0.048 -0.193 0.352
O 1.062 0.439 -0.082
O -0.075 -1.426 0.069
O -1.868 3.583 2.501
Pb 1.731 -1.369 -1.044
H -2.363 1.572 2.906
H 0.315 1.903 1.866
H -0.724 2.365 0.476
H -2.520 3.794 3.211
H -4.418 1.968 0.716
C -5.359 1.913 0.120
C -6.037 0.571 0.271
O -5.211 -0.433 -0.317
H -6.028 2.709 0.471
H -5.114 2.113 -0.932
H -7.016 0.575 -0.232
H -6.204 0.341 1.335
H -5.645 -1.289 -0.266
*
```

Output
<S²>: 0.753
Relative energy (zero: lowest compared OMol25 entry of this formula, charge and spin), kJ/mol: 0.0
Gap between HOMO and LUMO (alpha / beta), eV: 4.0 / 6.2
E, hartree: -765.2495

---

Density functional theory data (ωB97M-V/def2-TZVPD) for 9 unconnected molecules or ions with the total composition C17H19Cl30FNS in a non-equilibrium geometry.

ORCA input file:
```
! wB97M-V def2-TZVPD RIJCOSX def2/J DEFGRID3
* xyz 1 1
F 0.622 1.591 1.216
C -0.681 0.834 1.312
C -1.935 1.602 0.580
S -1.797 1.752 -1.281
C -0.237 0.823 -1.742
C -0.056 -0.828 -1.687
C 1.295 -1.662 -2.040
N 2.535 -0.940 -2.442
C 2.424 0.543 -2.538
C 1.185 1.555 -2.235
H -0.936 0.828 2.478
H -0.564 -0.303 1.017
H -2.029 2.664 1.104
H -2.901 0.947 0.797
H -2.964 1.133 -1.823
H -1.005 -1.460 -1.349
H 1.274 -2.850 -1.925
H 3.423 1.093 -2.899
H 1.265 2.740 -2.344
C -4.766 4.036 -2.598
Cl -4.416 3.647 -4.291
Cl -6.252 3.229 -2.069
Cl -3.406 3.577 -1.560
H -4.913 5.116 -2.516
C 3.721 1.884 2.214
Cl 4.291 2.938 3.520
Cl 4.638 2.184 0.728
Cl 3.847 0.181 2.690
H 2.670 2.111 2.022
C 4.356 -3.867 2.459
Cl 5.921 -4.597 2.857
Cl 3.812 -2.808 3.771
Cl 4.458 -2.968 0.935
H 3.623 -4.669 2.337
C -5.824 2.423 2.317
Cl -5.255 3.477 3.623
Cl -4.908 2.722 0.831
Cl -5.699 0.720 2.793
H -6.876 2.650 2.125
C -5.738 -0.681 -1.126
Cl -4.269 -1.363 -1.844
Cl -6.859 -0.146 -2.390
Cl -6.519 -1.864 -0.063
H -5.457 0.188 -0.525
C 6.610 2.837 6.914
Cl 8.371 2.806 6.717
Cl 6.133 1.965 8.381
Cl 6.019 4.507 6.964
H 6.158 2.337 6.054
C 7.904 -4.144 -0.444
Cl 8.732 -2.591 -0.242
Cl 7.349 -4.341 -2.115
Cl 8.970 -5.482 0.019
H 7.031 -4.157 0.213
C 0.769 -6.235 -2.508
Cl 1.373 -7.027 -3.974
Cl 0.950 -4.477 -2.632
Cl -0.926 -6.667 -2.221
H 1.362 -6.584 -1.659
C -5.593 -5.500 -2.442
Cl -3.832 -5.531 -2.640
Cl -6.069 -6.373 -0.976
Cl -6.184 -3.831 -2.393
H -6.044 -6.001 -3.303
C -1.571 7.290 -1.721
Cl -2.893 8.463 -1.592
Cl -0.555 7.335 -0.270
Cl -2.210 5.659 -1.983
H -0.954 7.561 -2.582
*
```

Output
Relative energy (zero: lowest compared OMol25 entry of this formula, charge and spin), kJ/mol: 7.8
Gap between HOMO and LUMO, eV: 7.9
E, hartree: -15017.0093

---

Density functional theory data (ωB97M-V/def2-TZVPD) for a molecular structure, C38H70N7O6P2Pt in a non-equilibrium geometry.

ORCA input file:
```
! wB97M-V def2-TZVPD RIJCOSX def2/J DEFGRID3
* xyz 3 1
Pt 1.493 -0.227 -0.424
C 3.075 -1.409 1.640
N 2.770 -0.003 1.247
C 2.177 0.696 2.413
C 4.035 0.682 0.855
C 4.318 0.361 -0.572
C 5.587 0.444 -1.135
C 5.772 0.173 -2.482
C 4.691 -0.200 -3.268
C 3.421 -0.296 -2.711
C 3.232 -0.003 -1.369
H 3.528 -1.403 2.635
H 3.782 -1.838 0.931
H 2.157 -1.985 1.669
H 2.894 0.669 3.238
H 1.258 0.196 2.698
H 1.971 1.731 2.166
H 4.835 0.371 1.530
H 3.880 1.753 1.001
H 6.433 0.719 -0.517
H 6.761 0.232 -2.914
H 4.840 -0.435 -4.314
H 2.597 -0.645 -3.318
C -4.138 2.120 -0.812
C -3.650 2.927 0.380
C -4.560 2.799 1.582
O -2.246 2.591 0.642
P -1.460 1.587 1.644
O 0.811 3.240 0.998
C -2.461 0.003 1.593
P -1.400 -1.419 1.667
O -0.080 -1.139 0.998
O -1.342 -1.779 3.182
C -0.551 -2.710 4.001
C -0.040 -3.887 3.196
C 0.546 -1.951 4.710
O -2.111 -2.622 0.924
C -3.423 -3.239 1.257
C -4.591 -2.334 0.899
C -3.528 -3.703 2.694
O -1.898 1.938 3.169
C -1.266 3.068 3.856
C -0.036 2.572 4.590
C -2.292 3.659 4.797
H -5.048 2.569 -1.213
H -4.383 1.093 -0.534
H -3.387 2.111 -1.604
H -3.588 3.977 0.094
H -4.642 1.770 1.926
H -5.560 3.132 1.301
H -4.220 3.416 2.408
H -2.963 -0.037 0.627
H -3.187 -0.025 2.402
H -1.284 -3.044 4.735
H 0.568 -3.543 2.359
H -0.847 -4.504 2.804
H 0.581 -4.513 3.836
H 1.327 -1.662 4.014
H 0.992 -2.595 5.468
H 0.154 -1.063 5.203
H -3.413 -4.113 0.605
H -4.804 -1.624 1.699
H -5.479 -2.953 0.771
H -4.437 -1.779 -0.024
H -3.459 -2.871 3.393
H -2.779 -4.450 2.950
H -4.509 -4.163 2.822
H -0.975 3.805 3.100
H -0.326 1.890 5.392
H 0.508 3.407 5.031
H 0.633 2.053 3.904
H -2.681 2.883 5.458
H -3.123 4.112 4.261
H -1.829 4.431 5.411
C 1.856 1.990 -4.565
N 1.779 2.871 -3.404
C 2.079 4.267 -3.758
C 1.447 2.539 -2.154
N 0.757 1.395 -1.882
C -0.108 0.913 -2.786
C -0.977 1.718 -3.569
C -1.620 1.172 -4.634
C -1.394 -0.197 -4.993
C -0.676 -1.021 -4.186
C -0.132 -0.523 -2.964
N 0.398 -1.257 -1.971
C 0.084 -2.600 -1.833
N 1.017 -3.456 -1.424
C 2.437 -3.223 -1.674
C 0.680 -4.567 -0.526
N -1.148 -3.043 -2.084
C -1.389 -4.426 -2.506
C -2.351 -2.222 -2.039
N 1.874 3.358 -1.170
C 0.997 3.971 -0.180
C 3.290 3.752 -1.110
H 1.004 2.155 -5.227
H 1.893 0.949 -4.272
H 2.769 2.232 -5.107
H 1.532 4.498 -4.671
H 3.144 4.398 -3.949
H 1.758 4.943 -2.972
H -1.074 2.769 -3.332
H -2.271 1.783 -5.246
H -1.825 -0.583 -5.907
H -0.537 -2.062 -4.443
H 2.596 -2.873 -2.690
H 2.959 -4.169 -1.553
H 2.863 -2.492 -0.978
H -0.270 -4.361 -0.037
H 1.458 -4.625 0.233
H 0.637 -5.522 -1.048
H -0.474 -4.870 -2.886
H -2.127 -4.400 -3.308
H -1.784 -5.036 -1.693
H -2.173 -1.303 -1.485
H -3.117 -2.797 -1.530
H -2.702 -1.993 -3.044
H 0.030 4.211 -0.633
H 1.494 4.900 0.094
H 0.727 2.296 0.773
H 3.423 4.814 -1.318
H 3.874 3.166 -1.818
H 3.660 3.549 -0.107
*
```

Output
Relative energy (zero: lowest compared OMol25 entry of this formula, charge and spin), kJ/mol: 67.1
Gap between HOMO and LUMO, eV: 4.3
E, hartree: -3125.9104